# 1
60
Properties=species:S:1:pos:R:3 method="wB97M-V/def2-TZVPD" homo_lumo_gap_ha=0.3109 de_lowest_kj_mol=806.6
N 3.48 -2.30 -3.39
C 2.47 -1.33 -3.34
C 2.48 -0.64 -4.55
C 3.57 -1.21 -5.28
C 4.16 -2.31 -4.60
H 3.78 -2.91 -2.55
H 1.68 -1.25 -2.46
H 1.95 0.10 -4.95
H 3.93 -0.89 -6.22
H 5.04 -2.87 -4.72
N -2.54 3.89 4.06
C -2.10 3.15 2.93
C -2.97 2.03 2.87
C -3.93 2.14 4.09
C -3.58 3.36 4.78
H -2.13 4.68 4.21
H -1.31 3.54 2.46
H -2.91 1.11 1.97
H -4.70 1.52 4.39
H -4.21 3.67 5.56
N 1.07 -0.26 4.54
C 1.88 -1.27 5.10
C 2.78 -1.63 4.18
C 2.55 -0.74 3.00
C 1.58 0.09 3.38
H 0.28 0.00 5.21
H 1.70 -1.64 6.07
H 3.64 -2.38 4.15
H 3.04 -0.71 1.94
H 1.18 1.11 2.98
N -1.01 2.49 -6.78
C -1.23 1.30 -6.07
C -0.55 1.50 -4.95
C -0.25 2.99 -4.78
C -0.57 3.45 -6.08
H -1.08 2.53 -7.81
H -1.70 0.39 -6.53
H -0.49 0.79 -4.05
H 0.19 3.58 -3.90
H -0.26 4.46 -6.16
N -0.20 -0.79 0.57
C -1.25 0.15 0.02
C -0.61 0.77 -1.01
C 0.79 0.39 -0.97
C 1.01 -0.65 -0.23
H -0.36 -1.61 1.32
H -2.33 0.19 0.42
H -1.25 1.58 -1.50
H 1.46 0.80 -1.67
H 1.83 -1.17 0.11
N -0.78 -2.29 3.16
C -0.26 -3.45 2.53
C -1.25 -3.90 1.78
C -2.58 -3.07 2.12
C -2.09 -2.05 2.88
H -0.25 -1.64 3.61
H 0.80 -3.81 2.54
H -1.26 -4.66 0.98
H -3.60 -3.25 1.47
H -2.70 -1.10 3.17

=====

# 2
66
Properties=species:S:1:pos:R:3 method="wB97M-V/def2-TZVPD" homo_lumo_gap_ha=0.2717 de_lowest_kj_mol=2.5 total_charge=+1
Zn -0.68 0.04 -0.03
N 2.19 0.36 2.99
C 1.14 0.38 3.90
C 1.12 0.47 5.29
C -0.12 0.42 5.89
C -1.29 0.28 5.13
C -1.27 0.19 3.75
C -0.02 0.25 3.14
N 0.34 0.18 1.79
C 1.65 0.24 1.76
C 2.37 0.12 0.50
C 3.70 0.23 0.24
S 3.98 -0.06 -1.42
C 2.31 -0.29 -1.66
N 1.58 -0.17 -0.59
H 3.17 0.40 3.20
H 2.03 0.56 5.87
H -0.19 0.48 6.96
H -2.24 0.24 5.65
H -2.16 0.09 3.16
H 4.51 0.45 0.92
H 1.91 -0.54 -2.63
C -3.55 -3.99 -2.18
C -2.58 -3.46 -1.18
C -1.96 -4.05 -0.10
C -1.15 -3.06 0.47
N -1.28 -1.92 -0.21
N -2.16 -2.18 -1.20
C -0.25 -3.16 1.66
H -3.74 -5.04 -1.99
H -3.16 -3.89 -3.19
H -4.50 -3.46 -2.13
H -2.06 -5.07 0.22
H -2.36 -1.44 -1.86
H -0.03 -4.20 1.87
H -0.73 -2.73 2.54
H 0.68 -2.63 1.49
C -1.59 3.24 1.27
N -2.88 2.92 0.69
C -3.38 3.91 -0.26
C -3.29 1.62 0.70
O -2.49 0.70 1.00
N -4.58 1.34 0.43
C -4.97 -0.03 0.15
C -5.68 2.26 0.63
H -1.62 4.27 1.63
H -0.79 3.15 0.53
H -1.38 2.58 2.11
H -2.54 4.26 -0.87
H -3.83 4.76 0.26
H -4.10 3.47 -0.94
H -4.09 -0.65 0.05
H -5.56 -0.07 -0.77
H -5.58 -0.43 0.96
H -5.35 3.14 1.19
H -6.45 1.76 1.22
H -6.13 2.58 -0.31
Te -1.55 1.23 -2.19
C -0.16 0.53 -3.59
C -0.02 -0.73 -4.12
C 1.06 -0.84 -5.03
C 1.73 0.34 -5.19
S 1.05 1.57 -4.22
H -0.68 -1.55 -3.87
H 1.32 -1.74 -5.56
H 2.57 0.55 -5.83

=====

| no. | total energy (Ha) | LUMO (eV) | HOMO level (eV) |
| --- | --- | --- | --- |
| 1 | -1260.7032 | 0.6109 | -7.85 |
| 2 | -4234.7413 | -2.5947 | -9.99 |